[1]
# C10H10AuClNO2

A molecular structure, C10H10AuClNO2 in a non-equilibrium geometry (ωB97M-V/def2-TZVPD, the OMol25 dataset).

The orbital gap (alpha / beta) is 6.7 / 5.1 eV. As for the total charge: -1. The energy comes out at -1187.9336 Ha. As for the spin multiplicity: 3.

Geometry as XYZ:
```
25
C10H10AuClNO2 (ωB97M-V/def2-TZVPD)
C 1.42 0.16 -1.98
C 0.03 0.54 -2.25
C -0.80 -0.59 -1.91
H -0.30 1.50 -2.65
C 0.05 -1.64 -1.42
C 1.41 -1.18 -1.45
H 2.30 -1.79 -1.32
H 2.30 0.74 -2.22
H -1.88 -0.65 -2.03
H -0.27 -2.65 -1.16
Au 0.28 0.42 0.02
Cl 1.77 2.10 0.35
C -0.58 0.91 2.16
C -1.17 -0.40 1.97
C -2.06 -0.33 0.85
H -1.06 -1.24 2.65
C -2.06 1.02 0.35
C -1.17 1.81 1.18
H -0.99 2.88 1.11
H 0.04 1.22 2.99
H -2.69 -1.15 0.50
H -2.65 1.41 -0.48
O 3.71 -1.30 1.94
N 2.77 -0.99 1.20
O 1.60 -0.79 1.59
```

The molecule's Löwdin atomic charges, reported in e, are given here: atom 1 (C): -0.232, atom 2 (C): -0.194, atom 3 (C): -0.211, atom 4 (H): 0.097, atom 5 (C): -0.160, atom 6 (C): -0.174, atom 7 (H): 0.093, atom 8 (H): 0.084, atom 9 (H): 0.093, atom 10 (H): 0.097, atom 11 (Au): 0.866, atom 12 (Cl): 0.003, atom 13 (C): -0.227, atom 14 (C): -0.158, atom 15 (C): -0.205, atom 16 (H): 0.098, atom 17 (C): -0.192, atom 18 (C): -0.229, atom 19 (H): 0.081, atom 20 (H): 0.096, atom 21 (H): 0.089, atom 22 (H): 0.093, atom 23 (O): -0.159, atom 24 (N): -0.367, atom 25 (O): -0.282



[2]
# C26H40IrN4P2SSb

A molecular structure, C26H40IrN4P2SSb (ωB97M-V/def2-TZVPD, the OMol25 dataset).

The orbital gap (alpha / beta) is 7.9 / 5.8 eV. As for the total charge: +3. The energy comes out at -2658.1037 Ha. As for the spin multiplicity: 6. As for the energy relative to the best compared isomer or geometry (same formula, charge and spin): 0.9955 eV.

Geometry as XYZ:
```
75
C26H40IrN4P2SSb (ωB97M-V/def2-TZVPD)
Ir 1.44 -0.25 0.24
C 4.66 -1.02 -1.18
P 3.85 0.08 0.00
C 4.81 0.00 1.52
C 4.05 1.76 -0.63
C 5.32 2.19 -1.02
C 5.51 3.49 -1.46
C 4.44 4.37 -1.51
C 3.17 3.95 -1.13
C 2.96 2.64 -0.70
P 1.31 2.12 -0.19
C 0.15 2.89 -1.35
C 1.05 3.00 1.37
H 5.74 -0.88 -1.13
H 4.32 -0.79 -2.19
H 4.44 -2.06 -0.95
H 5.84 0.31 1.33
H 4.82 -1.02 1.91
H 4.38 0.66 2.27
H 6.17 1.51 -0.97
H 6.50 3.81 -1.77
H 4.59 5.39 -1.84
H 2.36 4.66 -1.18
H 0.20 3.97 -1.26
H -0.87 2.58 -1.11
H 0.39 2.60 -2.37
H 1.23 4.06 1.22
H 1.74 2.63 2.13
H 0.03 2.86 1.73
C -5.75 -0.23 0.37
C -4.54 0.64 0.71
C -4.60 2.06 0.16
Sb -2.74 -0.29 -0.09
C -2.60 0.17 -2.20
C -1.35 -0.44 -2.81
C -3.88 -0.27 -2.91
C -2.62 -2.42 0.31
C -2.80 -2.61 1.81
C -3.61 -3.18 -0.55
H -6.62 0.21 0.86
H -5.66 -1.24 0.75
H -5.96 -0.26 -0.69
H -4.33 0.63 1.78
H -4.81 2.08 -0.91
H -3.68 2.63 0.35
H -5.41 2.60 0.65
H -2.54 1.26 -2.20
H -1.46 -1.52 -2.94
H -0.45 -0.25 -2.21
H -1.18 -0.01 -3.80
H -4.00 -1.36 -2.91
H -3.83 0.05 -3.95
H -4.78 0.18 -2.49
H -1.59 -2.64 0.01
H -3.81 -2.35 2.13
H -2.10 -2.02 2.40
H -2.65 -3.66 2.06
H -4.65 -2.91 -0.34
H -3.51 -4.25 -0.33
H -3.43 -3.06 -1.62
N 0.78 -0.44 2.29
C 0.80 -0.56 3.43
C 0.80 -0.71 4.86
C 1.92 -0.23 5.55
N 2.85 0.21 6.09
C -0.29 -1.32 5.48
N -1.20 -1.84 5.97
S 1.72 -4.83 0.16
C 1.26 -4.31 -1.40
C 1.05 -2.98 -1.41
N 1.26 -2.37 -0.18
C 1.62 -3.25 0.73
H 1.17 -5.01 -2.22
H 0.77 -2.39 -2.26
H 1.84 -3.00 1.76
```

The molecule's Löwdin atomic charges, reported in e, are given here: atom 1 (Ir): 0.930, atom 2 (C): -0.217, atom 3 (P): 0.752, atom 4 (C): -0.220, atom 5 (C): -0.388, atom 6 (C): -0.057, atom 7 (C): -0.015, atom 8 (C): -0.017, atom 9 (C): -0.061, atom 10 (C): -0.386, atom 11 (P): 0.717, atom 12 (C): -0.224, atom 13 (C): -0.228, atom 14 (H): 0.067, atom 15 (H): 0.067, atom 16 (H): 0.049, atom 17 (H): 0.068, atom 18 (H): 0.058, atom 19 (H): 0.051, atom 20 (H): 0.117, atom 21 (H): 0.131, atom 22 (H): 0.131, atom 23 (H): 0.113, atom 24 (H): 0.064, atom 25 (H): 0.027, atom 26 (H): 0.069, atom 27 (H): 0.070, atom 28 (H): 0.048, atom 29 (H): 0.053, atom 30 (C): -0.109, atom 31 (C): -0.526, atom 32 (C): -0.134, atom 33 (Sb): 1.693, atom 34 (C): -0.548, atom 35 (C): -0.152, atom 36 (C): -0.103, atom 37 (C): -0.545, atom 38 (C): -0.135, atom 39 (C): -0.104, atom 40 (H): 0.108, atom 41 (H): 0.064, atom 42 (H): 0.076, atom 43 (H): 0.086, atom 44 (H): 0.080, atom 45 (H): 0.068, atom 46 (H): 0.103, atom 47 (H): 0.071, atom 48 (H): 0.079, atom 49 (H): 0.011, atom 50 (H): 0.101, atom 51 (H): 0.074, atom 52 (H): 0.107, atom 53 (H): 0.063, atom 54 (H): 0.054, atom 55 (H): 0.084, atom 56 (H): 0.050, atom 57 (H): 0.098, atom 58 (H): 0.076, atom 59 (H): 0.103, atom 60 (H): 0.066, atom 61 (N): 0.052, atom 62 (C): -0.075, atom 63 (C): -0.139, atom 64 (C): -0.130, atom 65 (N): 0.281, atom 66 (C): -0.132, atom 67 (N): 0.280, atom 68 (S): 1.152, atom 69 (C): -0.325, atom 70 (C): -0.234, atom 71 (N): -0.247, atom 72 (C): -0.490, atom 73 (H): 0.099, atom 74 (H): 0.104, atom 75 (H): 0.074



[3]
# C5H7NO

A molecular structure, C5H7NO in a non-equilibrium geometry (ωB97M-V/def2-TZVPD, the OMol25 dataset).

The orbital gap is 9.3 eV. The energy comes out at -324.5437 Ha. As for the energy relative to the best compared isomer or geometry (same formula, charge and spin): 4.9182 eV.

Geometry as XYZ:
```
14
C5H7NO (ωB97M-V/def2-TZVPD)
C -2.02 -0.01 0.23
C -0.77 -0.83 0.09
C 0.15 -1.24 -0.70
O 1.07 -1.69 -1.30
C 1.48 1.12 0.15
N 2.56 0.30 0.24
C 0.51 1.82 0.04
H -2.05 0.64 1.11
H -2.80 -0.76 0.37
H -2.26 0.59 -0.66
H -0.92 -2.04 -0.26
H 2.49 -0.50 -0.37
H 2.82 0.05 1.19
H -0.25 2.55 -0.12
```

The molecule's Löwdin atomic charges, reported in e, are given here: atom 1 (C): -0.107, atom 2 (C): -0.101, atom 3 (C): -0.359, atom 4 (O): 0.085, atom 5 (C): -0.283, atom 6 (N): 0.072, atom 7 (C): 0.075, atom 8 (H): 0.075, atom 9 (H): 0.070, atom 10 (H): 0.081, atom 11 (H): 0.195, atom 12 (H): 0.067, atom 13 (H): 0.100, atom 14 (H): 0.031



[4]
# C10H10O3S

A molecular structure, C10H10O3S in a non-equilibrium geometry (ωB97M-V/def2-TZVPD, the OMol25 dataset).

The orbital gap is 9.5 eV. The energy comes out at -1010.8474 Ha. As for the energy relative to the best compared isomer or geometry (same formula, charge and spin): 2.5815 eV.

Geometry as XYZ:
```
24
C10H10O3S (ωB97M-V/def2-TZVPD)
C 1.34 -1.71 0.98
C 0.69 -2.44 -0.01
C 1.87 -0.43 0.71
C 0.82 -2.01 -1.29
C 2.14 -0.13 -0.60
C 1.68 -0.94 -1.60
C -1.99 -0.52 -0.55
C -1.35 0.63 0.15
C -0.72 3.10 0.47
C -1.26 1.88 -0.26
O -2.25 -0.74 -1.69
O -2.33 0.47 2.50
O -2.23 -1.30 0.51
S -1.36 -0.25 1.75
H 1.26 -1.96 2.09
H 0.02 -3.37 0.06
H 2.18 0.18 1.48
H 0.29 -2.60 -1.99
H 2.59 0.72 -0.97
H 0.33 2.96 0.16
H -1.34 3.92 0.18
H 1.97 -0.52 -2.49
H -1.54 2.18 -1.20
H -0.83 2.88 1.62
```

The molecule's Löwdin atomic charges, reported in e, are given here: atom 1 (C): -0.124, atom 2 (C): -0.121, atom 3 (C): -0.106, atom 4 (C): -0.092, atom 5 (C): -0.105, atom 6 (C): -0.059, atom 7 (C): -0.613, atom 8 (C): -0.265, atom 9 (C): -0.049, atom 10 (C): -0.098, atom 11 (O): 0.138, atom 12 (O): -0.421, atom 13 (O): -0.144, atom 14 (S): 1.079, atom 15 (H): 0.119, atom 16 (H): 0.147, atom 17 (H): 0.079, atom 18 (H): 0.100, atom 19 (H): 0.082, atom 20 (H): 0.093, atom 21 (H): 0.070, atom 22 (H): 0.081, atom 23 (H): 0.097, atom 24 (H): 0.111



[5]
# C4H6N2

A single C4H6N2 molecule in a non-equilibrium geometry (ωB97M-V/def2-TZVPD, the OMol25 dataset).

The SMILES is Cn1cccn1. The orbital gap is 10.1 eV. The energy comes out at -265.4588 Ha. As for the energy relative to the best compared isomer or geometry (same formula, charge and spin): 2.0878 eV.

Geometry as XYZ:
```
12
C4H6N2 (ωB97M-V/def2-TZVPD)
C 1.83 -0.22 0.04
C -0.37 0.99 -0.09
C -1.68 0.48 -0.04
C -1.59 -0.89 0.10
H 2.11 0.87 0.02
H 2.25 -0.78 -0.77
H 2.34 -0.60 0.93
H 0.13 1.90 -0.04
H -2.55 1.37 0.03
H -2.40 -1.57 0.10
N 0.35 -0.20 -0.12
N -0.40 -1.37 -0.16
```

The molecule's Löwdin atomic charges, reported in e, are given here: atom 1 (C): -0.028, atom 2 (C): -0.060, atom 3 (C): -0.117, atom 4 (C): -0.226, atom 5 (H): 0.089, atom 6 (H): 0.072, atom 7 (H): 0.076, atom 8 (H): 0.086, atom 9 (H): 0.152, atom 10 (H): 0.087, atom 11 (N): -0.216, atom 12 (N): 0.085



[6]
# C6H14N2O

A single C6H14N2O molecule in a non-equilibrium geometry (ωB97M-V/def2-TZVPD, the OMol25 dataset).

The SMILES is CC(C)(N)C(C)(C)N=O. The orbital gap (alpha / beta) is 9.1 / 9.1 eV. The energy comes out at -421.6620 Ha. As for the energy relative to the best compared isomer or geometry (same formula, charge and spin): 3.7627 eV.

Geometry as XYZ:
```
23
C6H14N2O (ωB97M-V/def2-TZVPD)
C -0.70 -0.29 0.34
C 0.62 0.21 -0.28
C -1.29 -1.58 -0.22
C -0.66 -0.41 1.87
C 1.47 1.11 0.60
C 0.24 1.22 -1.62
N 1.39 -0.86 -0.82
N -1.62 0.87 0.10
O -2.58 0.68 -0.61
H 1.48 -1.72 -0.28
H 2.13 -0.57 -1.44
H -2.17 -1.89 0.34
H -0.58 -2.40 -0.14
H -1.58 -1.46 -1.26
H -0.44 0.55 2.34
H -1.64 -0.69 2.25
H 0.07 -1.16 2.15
H 2.31 1.53 0.04
H 1.93 0.56 1.42
H 0.87 1.93 0.98
H -0.29 0.72 -2.43
H 1.22 1.49 -2.00
H -0.19 2.18 -1.34
```

The molecule's Löwdin atomic charges, reported in e, are given here: atom 1 (C): -0.511, atom 2 (C): -0.512, atom 3 (C): -0.040, atom 4 (C): -0.038, atom 5 (C): -0.066, atom 6 (C): -0.014, atom 7 (N): 0.060, atom 8 (N): 0.010, atom 9 (O): 0.017, atom 10 (H): 0.087, atom 11 (H): 0.087, atom 12 (H): 0.084, atom 13 (H): 0.075, atom 14 (H): 0.081, atom 15 (H): 0.076, atom 16 (H): 0.085, atom 17 (H): 0.093, atom 18 (H): 0.079, atom 19 (H): 0.079, atom 20 (H): 0.080, atom 21 (H): 0.067, atom 22 (H): 0.056, atom 23 (H): 0.063



[7]
# C35H38EuN3O3Si

A molecular structure, C35H38EuN3O3Si (ωB97M-V/def2-TZVPD, the OMol25 dataset).

The orbital gap (alpha / beta) is 5.5 / 5.4 eV. As for the total charge: +1. The energy comes out at -2746.1700 Ha. As for the spin multiplicity: 8.

Geometry as XYZ:
```
81
C35H38EuN3O3Si (ωB97M-V/def2-TZVPD)
Eu 0.79 0.09 -0.08
C -0.47 -1.42 4.34
O -1.35 -2.03 3.35
C -0.79 -1.80 2.17
N 0.36 -1.26 2.13
C 0.78 -1.02 3.53
C 1.29 0.39 3.69
C 0.92 1.21 4.75
C 1.38 2.52 4.84
C 2.22 3.03 3.86
C 2.64 2.20 2.82
C 2.17 0.90 2.74
C -1.55 -2.15 0.96
C -2.79 -2.77 1.01
C -3.44 -3.04 -0.19
C -2.83 -2.68 -1.38
C -1.59 -2.06 -1.32
N -0.96 -1.80 -0.18
C -0.88 -1.62 -2.55
N 0.20 -0.96 -2.56
C 0.57 -0.78 -3.98
C -0.62 -1.41 -4.75
O -1.46 -1.97 -3.70
C 0.84 0.65 -4.41
C 1.10 0.88 -5.76
C 1.33 2.17 -6.22
C 1.31 3.24 -5.34
C 1.06 3.01 -3.99
C 0.83 1.72 -3.53
H -0.27 -2.16 5.11
H -1.01 -0.58 4.76
H 1.60 -1.71 3.75
H 0.26 0.83 5.53
H 1.07 3.14 5.67
H 2.57 4.05 3.92
H 3.33 2.58 2.08
H 2.60 0.24 1.99
H -3.22 -3.03 1.97
H -4.41 -3.51 -0.19
H -3.30 -2.86 -2.33
H 1.47 -1.36 -4.17
H -0.34 -2.21 -5.42
H -1.21 -0.67 -5.29
H 1.12 0.05 -6.46
H 1.53 2.33 -7.27
H 1.49 4.25 -5.70
H 1.04 3.84 -3.30
H 0.64 1.58 -2.48
C 4.16 -3.43 0.18
C 3.72 -3.41 -1.29
C 3.47 -1.94 -1.53
O 2.84 -1.49 -0.32
C 3.45 -2.20 0.78
H 5.24 -3.32 0.26
H 3.87 -4.35 0.69
H 2.79 -3.98 -1.43
H 4.48 -3.82 -1.96
H 2.79 -1.73 -2.35
H 4.41 -1.40 -1.69
H 2.64 -2.47 1.46
H 4.15 -1.54 1.29
C -1.36 3.94 -0.02
Si -1.42 2.04 -0.06
C -2.52 1.60 -1.56
C -2.47 1.52 1.44
C -1.93 1.68 2.73
C -2.64 1.32 3.87
C -3.91 0.76 3.75
C -4.46 0.58 2.49
C -3.75 0.97 1.36
H -2.30 4.38 -0.35
H -0.56 4.34 -0.65
H -1.18 4.28 1.01
H -3.52 2.07 -1.51
H -2.68 0.52 -1.64
H -2.06 1.94 -2.50
H -0.94 2.11 2.83
H -2.21 1.49 4.85
H -4.46 0.49 4.64
H -5.45 0.16 2.40
H -4.21 0.83 0.38
```

The molecule's Löwdin atomic charges, reported in e, are given here: atom 1 (Eu): 1.437, atom 2 (C): -0.040, atom 3 (O): 0.049, atom 4 (C): -0.328, atom 5 (N): 0.067, atom 6 (C): -0.214, atom 7 (C): -0.187, atom 8 (C): -0.040, atom 9 (C): -0.054, atom 10 (C): -0.066, atom 11 (C): -0.070, atom 12 (C): -0.098, atom 13 (C): -0.171, atom 14 (C): 0.042, atom 15 (C): 0.005, atom 16 (C): 0.040, atom 17 (C): -0.186, atom 18 (N): 0.084, atom 19 (C): -0.333, atom 20 (N): 0.095, atom 21 (C): -0.235, atom 22 (C): -0.040, atom 23 (O): 0.036, atom 24 (C): -0.189, atom 25 (C): -0.040, atom 26 (C): -0.065, atom 27 (C): -0.072, atom 28 (C): -0.064, atom 29 (C): -0.054, atom 30 (H): 0.138, atom 31 (H): 0.095, atom 32 (H): 0.153, atom 33 (H): 0.112, atom 34 (H): 0.115, atom 35 (H): 0.112, atom 36 (H): 0.109, atom 37 (H): 0.067, atom 38 (H): 0.133, atom 39 (H): 0.126, atom 40 (H): 0.131, atom 41 (H): 0.141, atom 42 (H): 0.134, atom 43 (H): 0.137, atom 44 (H): 0.122, atom 45 (H): 0.110, atom 46 (H): 0.109, atom 47 (H): 0.108, atom 48 (H): 0.028, atom 49 (C): -0.137, atom 50 (C): -0.146, atom 51 (C): -0.186, atom 52 (O): -0.312, atom 53 (C): -0.180, atom 54 (H): 0.116, atom 55 (H): 0.115, atom 56 (H): 0.118, atom 57 (H): 0.121, atom 58 (H): 0.095, atom 59 (H): 0.133, atom 60 (H): 0.099, atom 61 (H): 0.119, atom 62 (C): -0.264, atom 63 (Si): 0.438, atom 64 (C): -0.271, atom 65 (C): -0.335, atom 66 (C): -0.134, atom 67 (C): -0.111, atom 68 (C): -0.094, atom 69 (C): -0.093, atom 70 (C): -0.108, atom 71 (H): 0.024, atom 72 (H): -0.003, atom 73 (H): 0.012, atom 74 (H): 0.027, atom 75 (H): -0.009, atom 76 (H): 0.007, atom 77 (H): 0.082, atom 78 (H): 0.098, atom 79 (H): 0.102, atom 80 (H): 0.101, atom 81 (H): 0.087